ORCA calculation (ωB97M-V/def2-TZVPD) on a cluster of 14 separate species, C66H171N11O25 in total.

Computed properties:
- HOMO: -8.07 eV
- Multiplicity: 1
- ΔE to the lowest compared entry with this formula, charge and spin: 11.4 kcal/mol
- Lowest unoccupied orbital energy: 0.539 eV
- Orbital gap: 8.61 eV

Element x y z (Å)
C 3.93 -33.05 -7.34
O 3.24 -33.82 -8.29
C 2.05 -34.36 -7.77
C 0.88 -33.38 -7.78
N 0.26 -33.16 -9.12
C 1.05 -32.38 -10.05
C 1.50 -30.99 -9.65
O 0.36 -30.09 -9.74
C 0.64 -28.78 -9.33
H 4.85 -32.69 -7.74
H 4.27 -33.72 -6.55
H 3.38 -32.23 -6.92
H 2.19 -34.81 -6.79
H 1.77 -35.16 -8.47
H 1.18 -32.46 -7.35
H 0.21 -33.85 -7.03
H -0.67 -32.76 -8.98
H 0.59 -32.28 -11.01
H 1.97 -32.98 -10.22
H 2.27 -30.60 -10.31
H 1.98 -30.98 -8.66
H -0.17 -28.21 -9.72
H 1.64 -28.44 -9.62
H 0.57 -28.76 -8.20
C -5.26 -41.74 -6.09
O -6.29 -41.06 -6.73
C -6.89 -40.04 -5.84
C -7.80 -39.21 -6.62
N -7.04 -38.30 -7.49
C -7.62 -37.11 -7.90
C -6.69 -36.25 -8.64
O -5.54 -35.96 -7.85
C -5.77 -34.96 -6.82
H -4.48 -41.11 -5.63
H -4.80 -42.38 -6.90
H -5.65 -42.45 -5.36
H -6.08 -39.41 -5.41
H -7.33 -40.63 -5.02
H -8.50 -38.60 -6.01
H -8.49 -39.79 -7.25
H -6.06 -38.19 -7.28
H -8.16 -36.60 -7.00
H -8.45 -37.39 -8.60
H -7.13 -35.33 -9.03
H -6.24 -36.87 -9.44
H -5.99 -33.99 -7.25
H -4.86 -34.94 -6.24
H -6.59 -35.36 -6.24
C -3.23 -32.68 -10.73
O -4.53 -32.24 -11.11
C -5.40 -33.31 -11.06
C -6.75 -32.85 -11.60
N -7.44 -31.75 -10.89
C -7.46 -31.93 -9.50
C -8.39 -30.93 -8.88
O -9.72 -31.08 -9.29
C -10.49 -31.98 -8.55
H -2.54 -31.87 -10.81
H -2.90 -33.42 -11.48
H -2.99 -33.14 -9.79
H -5.48 -33.73 -10.03
H -5.03 -34.10 -11.70
H -7.45 -33.74 -11.62
H -6.58 -32.49 -12.61
H -7.11 -30.84 -11.26
H -6.54 -31.82 -8.89
H -7.79 -32.94 -9.29
H -8.14 -29.89 -9.22
H -8.33 -31.00 -7.79
H -9.92 -32.82 -8.18
H -11.22 -32.35 -9.27
H -11.04 -31.53 -7.70
C -2.11 -30.38 0.47
O -2.33 -29.63 1.66
C -3.24 -30.20 2.53
C -3.05 -29.57 3.87
N -1.70 -29.95 4.26
C -1.06 -29.22 5.40
C -1.19 -27.74 5.32
O -2.32 -27.18 6.04
C -2.28 -27.22 7.45
H -1.43 -31.24 0.64
H -1.73 -29.70 -0.29
H -3.08 -30.77 0.12
H -3.09 -31.24 2.62
H -4.23 -30.03 2.07
H -3.79 -29.94 4.62
H -3.16 -28.48 3.79
H -1.12 -29.98 3.44
H 0.03 -29.41 5.34
H -1.36 -29.63 6.39
H -1.21 -27.36 4.29
H -0.31 -27.28 5.81
H -3.29 -27.28 7.83
H -1.80 -26.26 7.68
H -1.62 -27.98 7.95
C 1.40 -29.11 -0.92
O 1.30 -29.70 0.33
C 1.51 -28.78 1.44
C 2.14 -29.51 2.56
N 1.28 -30.57 3.05
C 1.97 -31.60 3.87
C 0.87 -32.54 4.37
O 0.20 -33.06 3.27
C -1.12 -33.49 3.36
H 0.61 -28.33 -1.07
H 1.30 -29.89 -1.66
H 2.39 -28.64 -1.01
H 0.57 -28.44 1.87
H 2.01 -27.88 1.07
H 2.34 -28.85 3.40
H 3.12 -29.94 2.21
H 0.84 -31.06 2.29
H 2.48 -31.07 4.68
H 2.76 -32.19 3.34
H 0.21 -31.92 4.96
H 1.26 -33.40 4.92
H -1.28 -34.14 4.23
H -1.33 -33.96 2.43
H -1.75 -32.58 3.40
C -2.08 -36.69 1.55
O -3.11 -35.84 1.15
C -3.91 -35.41 2.26
C -5.12 -34.76 1.56
N -4.89 -33.40 1.06
C -6.08 -32.98 0.39
C -6.03 -31.61 -0.22
O -5.05 -31.53 -1.29
C -5.19 -30.35 -2.07
H -2.39 -37.69 1.88
H -1.42 -36.27 2.29
H -1.43 -36.85 0.66
H -3.36 -34.61 2.81
H -4.19 -36.28 2.87
H -5.83 -34.66 2.32
H -5.45 -35.41 0.84
H -4.13 -33.42 0.43
H -6.87 -32.94 1.17
H -6.55 -33.67 -0.41
H -5.66 -30.92 0.56
H -7.08 -31.39 -0.53
H -4.31 -30.25 -2.68
H -5.15 -29.47 -1.39
H -6.13 -30.46 -2.58
C -4.26 -34.88 -1.91
O -4.23 -35.87 -2.96
C -3.96 -37.13 -2.45
C -4.42 -38.09 -3.49
N -3.97 -37.81 -4.84
C -2.55 -38.01 -5.06
C -2.07 -37.38 -6.41
O -2.19 -35.97 -6.27
C -2.43 -35.33 -7.56
H -4.88 -35.15 -1.09
H -4.66 -34.00 -2.38
H -3.28 -34.69 -1.45
H -4.43 -37.36 -1.51
H -2.87 -37.20 -2.33
H -5.52 -38.16 -3.50
H -4.09 -39.11 -3.31
H -4.31 -36.89 -5.08
H -2.30 -39.13 -4.97
H -1.97 -37.44 -4.36
H -2.65 -37.67 -7.29
H -1.00 -37.63 -6.56
H -2.43 -34.26 -7.37
H -3.39 -35.58 -8.01
H -1.62 -35.53 -8.24
C -5.96 -29.39 -5.35
O -4.65 -28.87 -5.10
C -4.58 -27.51 -5.32
C -3.11 -27.14 -5.27
N -2.59 -27.20 -3.87
C -1.28 -26.70 -3.74
C -0.22 -27.51 -4.48
O -0.21 -28.84 -4.02
C 0.83 -29.57 -4.73
H -5.92 -30.47 -5.27
H -6.38 -29.13 -6.32
H -6.70 -29.06 -4.65
H -5.11 -26.86 -4.60
H -4.93 -27.27 -6.36
H -3.03 -26.09 -5.71
H -2.54 -27.79 -5.97
H -2.74 -28.16 -3.50
H -1.12 -26.65 -2.66
H -1.16 -25.66 -4.09
H 0.76 -26.98 -4.32
H -0.45 -27.50 -5.57
H 0.88 -30.55 -4.24
H 1.82 -29.11 -4.53
H 0.64 -29.66 -5.83
C 5.86 -29.90 -6.53
O 5.32 -31.08 -6.00
C 6.22 -31.78 -5.15
C 5.51 -32.23 -3.90
N 5.17 -31.16 -3.04
C 3.93 -30.96 -2.45
C 3.56 -31.72 -1.22
O 4.52 -31.44 -0.20
C 4.28 -32.04 1.03
H 6.33 -29.38 -5.68
H 5.06 -29.34 -7.03
H 6.73 -30.10 -7.21
H 7.12 -31.20 -4.89
H 6.52 -32.67 -5.72
H 6.16 -32.94 -3.38
H 4.63 -32.84 -4.22
H 5.90 -30.88 -2.39
H 3.20 -31.20 -3.24
H 3.86 -29.90 -2.19
H 3.35 -32.80 -1.18
H 2.60 -31.29 -0.83
H 4.62 -33.07 1.02
H 3.21 -32.09 1.28
H 4.79 -31.55 1.85
C 2.87 -35.39 3.06
O 2.58 -36.59 2.36
C 3.14 -36.62 1.05
C 2.99 -38.00 0.51
N 3.51 -39.07 1.40
C 4.97 -38.99 1.55
C 5.38 -40.12 2.38
O 4.93 -39.96 3.71
C 5.22 -41.12 4.47
H 2.43 -35.46 4.01
H 2.46 -34.53 2.56
H 3.94 -35.36 3.24
H 4.17 -36.39 1.19
H 2.64 -35.85 0.45
H 3.54 -38.14 -0.45
H 1.96 -38.27 0.30
H 3.04 -39.05 2.34
H 5.30 -38.06 1.96
H 5.33 -39.11 0.55
H 6.48 -40.29 2.35
H 4.95 -41.00 1.86
H 4.43 -41.93 4.31
H 5.16 -40.78 5.52
H 6.25 -41.51 4.29
C -2.66 -30.44 -7.56
O -2.84 -31.62 -6.77
C -1.87 -31.56 -5.68
C -2.46 -32.61 -4.72
N -1.50 -33.07 -3.69
C -1.31 -32.09 -2.61
C -0.14 -32.32 -1.58
O -0.28 -33.54 -0.94
C 0.47 -33.66 0.27
H -3.05 -30.65 -8.53
H -1.59 -30.26 -7.70
H -3.13 -29.61 -7.05
H -1.92 -30.59 -5.25
H -0.92 -31.90 -6.06
H -2.78 -33.49 -5.30
H -3.35 -32.17 -4.20
H -1.84 -34.00 -3.33
H -2.24 -31.96 -2.12
H -1.01 -31.15 -3.07
H -0.09 -31.51 -0.84
H 0.74 -32.28 -2.19
H 1.51 -33.45 0.19
H 0.28 -34.57 0.79
H 0.12 -32.83 0.89
O 0.34 -35.79 -5.02
H 0.15 -35.93 -4.12
H -0.55 -35.79 -5.42
O -0.41 -35.92 -2.34
H -0.36 -35.13 -1.76
H 0.07 -36.63 -1.91
O 1.32 -32.79 -4.58
H 1.85 -33.24 -5.21
H 0.57 -33.39 -4.35


ORCA calculation (ωB97M-V/def2-TZVPD) on a structure of composition C18H20IIrN2O5PS2.

Computed properties:
- HOMO: -4.66 eV
- Multiplicity: 1
- ΔE to the lowest compared entry with this formula, charge and spin: 0.0 kcal/mol
- Lowest unoccupied orbital energy: 2.711 eV
- Net charge: -1
- Orbital gap: 7.37 eV

Element x y z (Å)
Ir -0.10 -0.38 0.58
O 1.78 -4.38 -0.48
C 2.83 -3.84 -1.13
C 3.78 -4.74 -1.62
C 4.90 -4.27 -2.29
C 5.08 -2.91 -2.49
C 4.13 -2.02 -2.02
C 3.00 -2.47 -1.34
C 2.00 -1.48 -0.85
O 1.09 -1.94 -0.02
N 2.08 -0.25 -1.26
N 1.09 0.55 -0.69
C 1.15 1.81 -0.92
C 0.23 2.79 -0.39
C 0.49 4.13 -0.72
C -0.30 5.16 -0.27
C -1.39 4.85 0.55
C -1.67 3.56 0.90
C -0.88 2.47 0.45
O -1.26 1.28 0.79
H 1.26 -3.63 -0.10
H 3.63 -5.79 -1.45
H 5.63 -4.98 -2.66
H 5.96 -2.54 -3.01
H 4.25 -0.96 -2.16
H 1.96 2.14 -1.56
H 1.34 4.34 -1.36
H -0.08 6.18 -0.54
H -2.02 5.65 0.93
H -2.51 3.32 1.54
C -4.61 -4.14 -1.32
C -3.10 -4.22 -1.22
O -2.63 -3.81 0.07
P -2.36 -2.28 0.44
S -1.09 -2.16 1.95
S -1.71 -1.17 -1.09
O -3.84 -1.84 0.86
C -4.20 -0.46 1.11
C -3.85 0.01 2.50
H -4.93 -4.49 -2.30
H -4.95 -3.12 -1.18
H -5.08 -4.76 -0.55
H -2.62 -3.60 -1.98
H -2.75 -5.24 -1.33
H -5.28 -0.43 0.95
H -3.71 0.16 0.35
H -4.22 -0.70 3.25
H -4.33 0.98 2.67
H -2.78 0.14 2.63
I 1.39 0.52 2.56


ORCA calculation (ωB97M-V/def2-TZVPD) on a cluster of 2 separate species, C3H2ClF2N in total.

Computed properties:
- HOMO (spin up / spin down): -11.67 / -11.67 eV
- Multiplicity: 1
- ΔE to the lowest compared entry with this formula, charge and spin: 57.6 kcal/mol
- Lowest unoccupied orbital energy (spin up / spin down): -2.643 / -2.643 eV
- Orbital gap (spin up / spin down): 9.03 / 9.03 eV

Element x y z (Å)
C 1.35 -0.75 -0.17
C -1.05 0.04 -0.26
C 0.44 0.34 -0.06
N 2.17 -1.50 -0.44
F -1.37 -1.13 0.28
F 0.36 0.36 2.09
Cl 1.06 1.90 -0.32
H -1.38 -0.22 -1.33
H -1.58 0.97 0.21


ORCA calculation (ωB97M-V/def2-TZVPD) on a structure of composition C55H53Cl2N4O2P2S3Zr.

Computed properties:
- HOMO: -14.96 eV
- Multiplicity: 1
- ΔE to the lowest compared entry with this formula, charge and spin: 44.4 kcal/mol
- Lowest unoccupied orbital energy: -7.904 eV
- Net charge: +3
- Orbital gap: 7.05 eV

Element x y z (Å)
Zr -0.05 -0.59 -0.66
Cl 0.84 -0.60 -3.14
C 1.93 0.74 -3.41
C 2.60 0.81 -4.62
C 3.47 1.87 -4.83
C 3.64 2.84 -3.85
C 2.95 2.75 -2.66
Cl 3.19 3.95 -1.45
C 2.09 1.67 -2.39
S 1.33 1.53 -0.82
H 2.46 0.04 -5.36
H 4.01 1.95 -5.77
H 4.31 3.67 -4.02
O -1.64 0.23 -1.68
S -2.09 0.44 -3.14
C -2.44 -1.27 -3.75
C -3.75 -1.92 -3.33
C -3.85 -2.24 -1.83
C -3.23 -3.58 -1.41
S -1.73 -3.44 -0.39
O -0.92 -2.35 -1.14
C -2.37 -2.67 1.10
C -2.68 -3.55 2.05
C -3.04 -3.15 3.40
C -2.89 -1.88 3.78
C -2.44 -0.82 2.83
C -2.36 -1.17 1.31
C -3.76 1.06 -2.95
C -4.54 1.26 -4.08
C -5.83 1.76 -3.93
C -6.31 2.06 -2.66
C -5.51 1.89 -1.54
C -4.22 1.39 -1.69
H -1.59 -1.85 -3.41
H -2.40 -1.17 -4.84
H -3.87 -2.84 -3.91
H -4.59 -1.27 -3.60
H -4.91 -2.26 -1.56
H -3.39 -1.43 -1.26
H -2.93 -4.19 -2.27
H -3.92 -4.18 -0.81
H -2.64 -4.61 1.84
H -3.38 -3.91 4.10
H -3.10 -1.58 4.80
H -3.01 0.09 3.01
H -3.08 -0.66 0.66
H -4.16 1.05 -5.07
H -6.46 1.91 -4.79
H -7.32 2.44 -2.55
H -5.88 2.15 -0.56
H -3.57 1.26 -0.83
C -1.70 5.24 2.15
N -0.29 4.84 1.73
C 0.11 5.68 0.51
N -0.86 5.57 -0.51
C -2.17 5.98 -0.04
N -2.60 5.13 1.07
C -2.86 3.76 0.65
P -1.35 2.85 -0.04
C -0.26 3.38 1.41
C -0.86 4.28 -1.18
H -1.66 6.28 2.50
H -2.00 4.59 2.98
H 0.36 5.03 2.49
H 1.08 5.32 0.16
H 0.20 6.71 0.85
H -2.90 5.92 -0.85
H -2.13 7.01 0.30
H -3.63 3.79 -0.13
H -3.27 3.20 1.49
H 0.77 3.09 1.20
H -0.61 2.83 2.28
H -1.57 4.31 -2.00
H 0.13 4.08 -1.59
C 5.49 1.00 1.52
C 5.21 1.05 0.17
C 4.29 0.18 -0.38
C 3.64 -0.75 0.42
C 3.92 -0.80 1.79
C 4.85 0.08 2.33
P 2.33 -1.82 -0.27
C 3.03 -2.63 -1.76
C 2.15 -3.42 -2.49
C 2.60 -4.13 -3.60
C 3.93 -4.03 -3.99
C 4.81 -3.25 -3.26
C 4.37 -2.56 -2.13
C 2.33 -3.25 0.87
C 1.20 -3.53 1.64
C 1.20 -4.61 2.51
C 2.33 -5.40 2.63
C 3.46 -5.12 1.87
C 3.46 -4.05 0.99
H 6.22 1.68 1.95
H 5.71 1.78 -0.47
H 4.08 0.22 -1.45
H 3.42 -1.52 2.42
H 5.08 0.03 3.39
H 1.11 -3.50 -2.18
H 1.91 -4.75 -4.16
H 4.28 -4.56 -4.86
H 5.84 -3.18 -3.55
H 5.07 -1.97 -1.56
H 0.33 -2.88 1.55
H 0.32 -4.84 3.10
H 2.34 -6.24 3.31
H 4.35 -5.74 1.97
H 4.34 -3.83 0.40
N 3.09 -0.09 8.20
C 2.46 -0.14 7.24
C 1.65 -0.22 6.07
C 1.13 -1.45 5.66
C 0.32 -1.50 4.53
C 0.02 -0.35 3.80
C 0.55 0.86 4.22
C 1.36 0.93 5.34
C -0.94 -0.50 2.70
C -0.90 -0.62 1.35
H 1.34 -2.34 6.22
H -0.09 -2.45 4.22
H 0.31 1.77 3.69
H 1.76 1.88 5.67